Model a:
# C9H12N2O2S

One molecule with the formula C9H12N2O2S (ωB97M-V/def2-TZVPD, the OMol25 dataset).

The geometry in XYZ format:
```
26
C9H12N2O2S (ωB97M-V/def2-TZVPD)
C -1.9793 -1.0350 -1.9968
N -1.1471 -0.5096 -0.9313
C 0.0396 0.1785 -1.1617
C 0.4850 0.6082 -2.3949
C 1.7431 1.2789 -2.3863
C 2.4052 1.5690 -1.1666
N 1.9553 1.0512 -0.0227
C 0.8161 0.3986 -0.0330
C 0.0757 -0.3256 1.4630
C -0.7627 0.7554 2.1614
C 1.0744 -1.0873 2.2166
S -1.0002 -1.4344 0.5493
O -0.3646 -2.7226 0.3178
O -2.3721 -1.4225 1.0784
H -2.4001 -0.1471 -2.6158
H -1.2731 -1.5129 -2.7450
H -2.6440 -1.7307 -1.6010
H -0.1967 0.6373 -3.2169
H 1.9692 1.7884 -3.3784
H 3.5104 1.8919 -1.1202
H -0.9292 0.5401 3.2285
H -1.6856 0.8538 1.6279
H -0.0990 1.7103 2.1359
H 1.6159 -0.3517 2.9189
H 1.9064 -1.5667 1.6768
H 0.6167 -1.9056 2.8980
```

Summary:
SMILES string = CN1c2cccnc2C(C)(C)S1(=O)=O
Frontier orbital gap = 9.4 eV
Lowest unoccupied orbital energy = 0.6 eV
HOMO level = -8.7989 eV

---

Model b:
# C9H12N2O2S

One molecule with the formula C9H12N2O2S (ωB97M-V/def2-TZVPD, the OMol25 dataset).

The geometry in XYZ format:
```
26
C9H12N2O2S (ωB97M-V/def2-TZVPD)
C -3.9773 -0.3529 -0.4338
C -2.6436 -0.9108 -0.2657
C -2.2444 -2.1724 0.0887
N -0.9836 -2.5773 0.3286
C -0.0777 -1.6785 0.2229
N -0.2839 -0.3500 -0.1086
C -1.6100 0.1234 -0.3726
O -1.8053 1.3050 -0.5586
C 0.8589 0.4307 -0.1264
C 0.9217 1.2403 1.2282
C 2.0846 -0.5699 -0.4527
C 3.4423 -0.0331 -0.2177
O 2.0426 -0.7985 -1.8338
S 1.6366 -2.0909 0.3286
H -4.0266 0.4505 -1.0378
H -4.5358 -0.0306 0.4787
H -4.5458 -1.2263 -0.8417
H -2.8399 -3.0574 0.1822
H 0.6960 1.2475 -0.8140
H 1.4167 0.5393 1.8481
H -0.2105 1.4435 1.3449
H 1.5415 2.1104 1.2180
H 4.1868 -0.9967 -0.1379
H 3.4428 0.5625 0.7224
H 3.8265 0.5613 -1.0779
H 1.2600 -1.4095 -1.9750
```

Summary:
SMILES string = Cc1cnc2n(c1=O)[C@@H](C)[C@](C)(O)S2
Frontier orbital gap = 9.1 eV
Lowest unoccupied orbital energy = 0.4 eV
HOMO level = -8.7251 eV

---

Pick model b: it beats the second-best structure by 1.355 eV.

---

Model a:
# C4H8NOS

A 2-piece molecular cluster, C4H8NOS overall (ωB97M-V/def2-TZVPD, the OMol25 dataset).

The geometry in XYZ format:
```
15
C4H8NOS (ωB97M-V/def2-TZVPD)
C 0.5604 -0.3333 -1.2042
C 0.5741 -1.3952 -0.2990
C 1.4373 0.4219 0.7292
C -1.9818 0.7700 0.0827
N 0.7132 0.7819 -0.5576
O 1.0593 -0.9080 0.9099
S -2.1119 -0.8822 0.3520
H 0.0393 -0.2941 -2.1170
H 0.5470 -2.4781 -0.4046
H 2.4841 0.3435 0.5985
H 1.1458 0.8851 1.7192
H -1.3255 1.4584 0.5039
H -2.5647 1.1379 -0.7977
H 0.6933 1.6929 -0.9821
H -1.2701 -1.2007 1.4668
```

Summary:
Charge = +1
Frontier orbital gap (spin up / spin down) = 7.2 / 6.1 eV
Lowest unoccupied orbital energy (spin up / spin down) = -5.2 / -5.9 eV
HOMO level (spin up / spin down) = -12.3905 / -12.0032 eV

---

Model b:
# C4H8NOS

A 2-piece molecular cluster, C4H8NOS overall (ωB97M-V/def2-TZVPD, the OMol25 dataset).

The geometry in XYZ format:
```
15
C4H8NOS (ωB97M-V/def2-TZVPD)
C -0.4698 0.5574 -1.1039
C -1.0737 1.6158 -0.3911
C -1.4825 -0.3848 0.6800
C 1.7814 -0.9257 0.1001
N -0.5114 -0.6243 -0.3624
O -1.6420 1.0683 0.7226
S 2.3379 0.6348 0.2350
H 0.1140 0.5378 -1.9799
H -1.3224 2.5899 -0.8417
H -2.4896 -0.6772 0.3450
H -1.2100 -0.7606 1.6072
H 1.7085 -1.4353 1.0535
H 2.0137 -1.4780 -0.7879
H -0.5779 -1.4722 -0.8930
H 2.8238 0.7542 1.6166
```

Summary:
Charge = +1
Frontier orbital gap (spin up / spin down) = 6.9 / 6.9 eV
Lowest unoccupied orbital energy (spin up / spin down) = -5.5 / -5.5 eV
HOMO level (spin up / spin down) = -12.3498 / -12.3522 eV

---

Model c:
# C4H8NOS

An isolated ion of composition C4H8NOS and charge +1 (ωB97M-V/def2-TZVPD, the OMol25 dataset).

The geometry in XYZ format:
```
15
C4H8NOS (ωB97M-V/def2-TZVPD)
C -1.1542 1.4749 0.2926
C 0.0082 0.9751 -0.5908
C 1.0791 0.2733 0.1400
S 2.4909 1.2188 0.3450
N 1.1023 -1.1175 0.2478
C -0.1075 -1.8327 0.0697
O 2.2094 -1.6715 0.5615
H -1.5062 0.4896 0.7059
H -1.0412 2.1441 1.1101
H -1.9202 1.9833 -0.2947
H 0.4465 1.7672 -1.1842
H -0.4115 0.3105 -1.2710
H -1.0307 -1.3113 0.5038
H 0.0706 -2.9339 0.4167
H -0.2356 -1.7700 -1.0526
```

Summary:
Charge = +1
SMILES string = CCC(=S)[N+](C)=O
Frontier orbital gap (spin up / spin down) = 8.8 / 6.6 eV
Lowest unoccupied orbital energy (spin up / spin down) = -7.3 / -7.9 eV
HOMO level (spin up / spin down) = -16.0710 / -14.5085 eV

---

Pick model b: it beats the second-best structure by 0.320 eV.

---

Model a:
# C5H5ClF2

One molecule with the formula C5H5ClF2 (ωB97M-V/def2-TZVPD, the OMol25 dataset).

The geometry in XYZ format:
```
13
C5H5ClF2 (ωB97M-V/def2-TZVPD)
C 2.2907 -0.4430 1.4285
C 1.4513 -0.5114 0.4162
C 0.0916 0.1333 0.2502
C -0.5672 0.2524 -0.8769
F -0.1490 -0.2598 -2.1276
C -2.0466 0.3383 -0.7726
F -2.6617 -0.7629 -1.1540
Cl -2.5002 1.7142 -1.7681
H 3.4090 -0.4631 1.3617
H 1.9017 -0.2290 2.3710
H 1.5888 -0.7905 -0.6331
H -0.3995 0.4016 1.2527
H -2.4090 0.6199 0.2520
```

Summary:
SMILES string = C=C/C=C(\F)[C@H](F)Cl
Frontier orbital gap = 9.7 eV
Lowest unoccupied orbital energy = 0.3 eV
HOMO level = -9.4685 eV

---

Model b:
# C5H5ClF2

One molecule with the formula C5H5ClF2 (ωB97M-V/def2-TZVPD, the OMol25 dataset).

The geometry in XYZ format:
```
13
C5H5ClF2 (ωB97M-V/def2-TZVPD)
C 1.4564 -0.9045 1.2051
C 0.2009 -0.4132 1.0488
Cl -1.1640 -1.2398 1.6786
C -0.1642 0.8354 0.2232
F 0.9884 1.5648 0.0527
C -0.8180 0.3163 -1.0383
C -0.2693 0.2454 -2.2188
F 0.8742 0.8657 -2.6275
H 1.6410 -1.8605 1.6520
H 2.2600 -0.2858 0.7733
H -0.8938 1.4270 0.8499
H -1.7101 -0.2536 -0.9444
H -0.7066 -0.3017 -3.0130
```

Summary:
SMILES string = C=C(Cl)[C@@H](F)/C=C\F
Frontier orbital gap = 10.5 eV
Lowest unoccupied orbital energy = 0.8 eV
HOMO level = -9.6813 eV

---

Pick model b: it beats the second-best structure by 0.893 eV.